DFT (ωB97M-V with the def2-TZVPD basis set) results for C25H19F5IrN2O3S3 as an isolated structure.

XYZ file:
```
58
C25H19F5IrN2O3S3 (ωB97M-V with the def2-TZVPD basis set)
Ir -0.059 -0.247 0.161
F -2.297 5.101 -2.969
C -2.220 4.163 -2.016
C -1.256 3.177 -2.075
F -0.400 3.142 -3.101
C -1.189 2.239 -1.069
F -0.167 1.327 -1.106
C -2.070 2.183 -0.007
S -1.997 0.927 1.168
C -3.020 3.202 0.034
F -3.900 3.254 1.042
C -3.094 4.176 -0.942
F -4.018 5.142 -0.862
C 1.566 -3.290 -5.022
C 1.109 -3.895 -3.697
N 1.528 -3.086 -2.549
C 2.629 -3.586 -1.726
C 4.008 -3.360 -2.333
C 0.942 -1.900 -2.336
S 1.755 -0.689 -1.373
N -0.147 -1.629 -3.036
C -1.195 -0.965 -2.605
O -1.519 -0.764 -1.402
C -2.154 -0.492 -3.655
C -3.133 0.431 -3.301
C -4.019 0.911 -4.255
C -3.936 0.464 -5.567
C -2.978 -0.480 -5.917
C -2.085 -0.953 -4.965
H 1.159 -3.854 -5.864
H 2.655 -3.298 -5.088
H 1.229 -2.256 -5.093
H 1.547 -4.885 -3.571
H 0.025 -3.995 -3.687
H 2.459 -4.655 -1.580
H 2.568 -3.126 -0.748
H 4.096 -3.825 -3.319
H 4.759 -3.809 -1.679
H 4.213 -2.292 -2.421
H -3.191 0.759 -2.270
H -4.780 1.628 -3.971
H -4.627 0.837 -6.313
H -2.924 -0.848 -6.934
H -1.340 -1.695 -5.224
O 2.105 -3.290 1.318
C 1.450 -2.314 1.638
O 0.320 -1.994 1.057
C 1.885 -1.518 2.832
C 2.319 -2.249 3.940
C 2.731 -1.621 5.100
C 2.749 -0.230 5.146
C 2.348 0.503 4.045
C 1.889 -0.129 2.879
S 1.431 0.924 1.557
H 2.340 -3.327 3.853
H 3.048 -2.204 5.956
H 3.081 0.285 6.040
H 2.373 1.586 4.060
```

Values from the calculation:
* total charge: -1
* calculated total energy: -84291.5031 eV
* gap between HOMO and LUMO: 0.2565 hartree
* E_HOMO: -0.16434 hartree

=====

DFT (ωB97M-V with the def2-TZVPD basis set) results for C25H19FN5O8Tc as an isolated structure.

XYZ file:
```
59
C25H19FN5O8Tc (ωB97M-V with the def2-TZVPD basis set)
Tc 1.053 -1.099 -0.121
C -0.689 2.252 0.070
C 0.748 2.059 0.342
N 1.421 0.915 0.215
C 2.719 1.144 0.607
C 2.839 2.465 0.949
N 1.592 3.003 0.779
C 3.971 3.346 1.410
O 5.133 2.772 1.567
O 3.735 4.509 1.594
C 3.641 -0.041 0.668
O 4.807 0.124 0.975
O 3.040 -1.136 0.405
H -1.125 1.316 -0.270
H -0.847 3.018 -0.689
H -1.200 2.565 0.981
H 1.408 3.982 0.976
H 5.165 1.798 1.373
F -3.883 -3.403 4.718
C -2.887 -2.645 5.165
C -1.714 -2.605 4.487
N -0.683 -1.823 4.887
C 0.543 -1.791 4.137
C 0.390 -1.106 2.741
O 0.015 0.046 2.648
O 0.716 -1.850 1.763
C -0.782 -1.014 6.042
O 0.124 -0.312 6.396
N -1.968 -1.128 6.718
C -3.105 -1.869 6.392
O -4.099 -1.838 7.062
H -1.574 -3.205 3.597
H 0.931 -2.802 3.983
H 1.260 -1.195 4.713
H -2.035 -0.569 7.565
N 0.219 -0.780 -1.651
C -0.268 -0.475 -2.800
C -1.646 0.018 -2.877
C -2.614 -0.495 -2.009
C -3.902 0.000 -2.034
C -4.237 1.023 -2.909
C -3.279 1.549 -3.764
C -1.989 1.054 -3.755
C 0.546 -0.602 -4.005
C 1.937 -0.754 -3.892
C 2.711 -0.952 -5.015
C 2.117 -1.003 -6.271
C 0.742 -0.856 -6.399
C -0.041 -0.669 -5.278
H -2.347 -1.303 -1.341
H -4.646 -0.403 -1.367
H -5.243 1.410 -2.928
H -3.537 2.358 -4.428
H -1.236 1.496 -4.392
H 2.391 -0.698 -2.909
H 3.777 -1.084 -4.917
H 2.721 -1.190 -7.145
H 0.276 -0.918 -7.372
H -1.114 -0.610 -5.388
```

Values from the calculation:
* spin multiplicity: 2
* total charge: +1
* calculated total energy: -54974.8666 eV
* gap between HOMO and LUMO (alpha / beta): 0.1839 / 0.1717 hartree
* E_HOMO (alpha / beta): -0.40432 / -0.40438 hartree

=====

DFT (ωB97M-V with the def2-TZVPD basis set) results for C25H20AuBrNO2P as an isolated structure.

XYZ file:
```
51
C25H20AuBrNO2P (ωB97M-V with the def2-TZVPD basis set)
Au -0.186 0.733 -1.352
N 1.789 -0.335 0.960
C 2.735 -0.815 0.070
C 4.093 -0.688 0.370
C 5.057 -1.140 -0.510
C 4.695 -1.724 -1.716
C 3.358 -1.832 -2.047
C 2.365 -1.390 -1.173
P 0.627 -1.317 -1.669
C -0.246 -2.583 -0.698
C 0.375 -3.418 0.223
C -0.377 -4.355 0.920
C -1.740 -4.464 0.695
C -2.365 -3.628 -0.223
C -1.623 -2.684 -0.909
C 0.609 -1.995 -3.348
C 0.639 -3.367 -3.587
C 0.720 -3.836 -4.888
C 0.766 -2.942 -5.950
C 0.726 -1.576 -5.715
C 0.643 -1.100 -4.415
H 0.924 -0.843 1.041
H 2.144 -0.004 1.843
H 4.385 -0.231 1.309
H 6.103 -1.048 -0.247
H 5.454 -2.079 -2.400
H 3.074 -2.247 -3.005
H 1.444 -3.347 0.385
H 0.104 -5.007 1.638
H -2.321 -5.202 1.233
H -3.430 -3.711 -0.398
H -2.099 -2.015 -1.617
H 0.597 -4.062 -2.756
H 0.749 -4.902 -5.075
H 0.829 -3.315 -6.964
H 0.758 -0.883 -6.546
H 0.602 -0.035 -4.219
Br 2.307 2.655 -2.012
C 2.147 2.911 -0.129
C 3.296 2.724 0.625
C 3.250 2.919 1.995
C 2.060 3.309 2.596
C 0.929 3.507 1.824
C 0.946 3.297 0.446
C -0.341 3.590 -0.324
O -0.783 4.720 -0.258
O -0.910 2.603 -0.931
H 4.217 2.437 0.134
H 4.148 2.788 2.586
H 2.021 3.471 3.666
H 0.011 3.850 2.283
```

Values from the calculation:
* ΔE to the lowest compared entry with this formula, charge and spin: 0.0 kJ/mol
* calculated total energy: -114860.0601 eV
* gap between HOMO and LUMO: 0.3277 hartree
* E_HOMO: -0.31566 hartree

=====

DFT (ωB97M-V with the def2-TZVPD basis set) results for C25H20AuN2STe as an isolated structure.

XYZ file:
```
50
C25H20AuN2STe (ωB97M-V with the def2-TZVPD basis set)
Au -0.037 0.024 -1.043
N 1.494 -1.331 0.521
C 1.385 -2.675 0.131
C 2.509 -3.403 -0.255
C 2.386 -4.727 -0.628
C 1.136 -5.333 -0.644
C 0.010 -4.601 -0.310
C 0.110 -3.264 0.072
C -1.130 -2.512 0.337
C -2.070 -3.083 1.205
C -3.313 -2.519 1.400
C -3.680 -1.388 0.697
C -2.747 -0.783 -0.134
C -1.484 -1.315 -0.271
H 2.454 -1.021 0.625
H 0.939 -1.100 1.342
H 3.482 -2.928 -0.240
H 3.262 -5.289 -0.912
H 1.036 -6.370 -0.924
H -0.967 -5.055 -0.384
H -1.781 -3.974 1.742
H -4.003 -2.982 2.088
H -4.668 -0.966 0.782
H -3.046 0.094 -0.685
S -0.835 0.298 2.469
C -0.156 1.092 3.754
N 0.316 1.655 4.637
Te -0.172 2.269 0.643
C 0.046 4.422 0.226
C -0.071 4.915 -1.060
C -0.070 6.289 -1.247
C 0.047 7.142 -0.162
C 0.179 6.630 1.120
C 0.181 5.258 1.319
C -2.239 2.509 0.198
C -2.669 2.566 -1.122
C -4.014 2.751 -1.394
C -4.923 2.864 -0.352
C -4.486 2.826 0.961
C -3.141 2.658 1.240
H -0.164 4.253 -1.909
H -0.162 6.691 -2.246
H 0.040 8.211 -0.312
H 0.280 7.294 1.966
H 0.279 4.855 2.320
H -1.961 2.455 -1.936
H -4.350 2.806 -2.419
H -5.974 2.979 -0.566
H -5.190 2.935 1.772
H -2.795 2.634 2.265
```

Values from the calculation:
* spin multiplicity: 3
* ΔE to the lowest compared entry with this formula, charge and spin: 145.3 kJ/mol
* total charge: +1
* calculated total energy: -51040.4500 eV
* gap between HOMO and LUMO (alpha / beta): 0.2776 / 0.1809 hartree
* E_HOMO (alpha / beta): -0.42205 / -0.41341 hartree

=====

DFT (ωB97M-V with the def2-TZVPD basis set) results for a 2-piece molecular cluster, C25H20BF9N3O8S2 overall.

XYZ file:
```
68
C25H20BF9N3O8S2 (ωB97M-V with the def2-TZVPD basis set)
C 1.933 3.402 -3.368
C 1.222 2.463 -2.485
C -0.037 2.663 -1.907
C -0.579 1.479 -1.329
C 0.216 0.341 -1.579
B 0.883 1.134 3.372
C -0.242 -0.909 -2.113
C 0.511 -1.677 -3.024
C -0.117 -2.675 -3.745
C 0.705 -3.489 -4.712
F 0.665 -3.031 -6.004
F 2.026 -3.519 -4.348
F 0.277 -4.786 -4.742
C -1.483 -2.912 -3.596
C -2.178 -2.245 -2.595
C -3.637 -2.504 -2.322
F -3.916 -2.435 -0.976
F -4.450 -1.578 -2.933
F -4.020 -3.741 -2.740
C -1.562 -1.283 -1.829
O 2.100 1.698 3.077
C 2.029 2.731 2.059
C 0.839 3.687 2.358
C 1.166 4.536 3.595
C 0.655 4.584 1.156
C -0.467 2.887 2.593
O -0.254 1.854 3.601
S 1.820 0.890 -2.112
H 1.221 4.149 -3.736
H 2.745 3.902 -2.832
H 2.378 2.863 -4.213
H -0.543 3.622 -1.983
H -1.555 1.425 -0.862
H 1.570 -1.485 -3.216
H -1.996 -3.635 -4.223
H -2.120 -0.774 -1.043
H 2.982 3.286 2.109
H 1.943 2.240 1.066
H 0.342 5.231 3.801
H 1.342 3.895 4.472
H 2.069 5.124 3.385
H -0.194 5.264 1.309
H 1.575 5.155 0.988
H 0.458 3.962 0.271
H -1.255 3.529 2.992
H -0.803 2.398 1.654
O -1.003 -4.209 1.213
S 0.226 -3.548 0.831
O 1.406 -3.623 1.674
C 0.803 -4.547 -0.692
F 1.275 -5.715 -0.240
F -0.222 -4.771 -1.531
F 1.776 -3.847 -1.309
C -0.372 -1.577 0.714
C 0.424 -0.482 0.916
C 0.616 -0.332 2.430
N 1.715 -1.153 2.842
O 2.829 -1.253 2.381
O 1.408 -1.606 4.159
N 0.056 -1.483 4.383
C -0.446 -0.915 3.282
C -1.717 -1.229 2.658
N -2.981 -1.239 3.348
O -3.099 -0.734 4.477
O -3.924 -1.797 2.748
C -1.653 -1.626 1.321
H 1.124 0.050 0.275
H -2.505 -2.082 0.829
```

Values from the calculation:
* ΔE to the lowest compared entry with this formula, charge and spin: 645.8 kJ/mol
* total charge: -1
* calculated total energy: -93893.3404 eV
* gap between HOMO and LUMO: 0.1749 hartree
* E_HOMO: -0.11284 hartree

=====

DFT (ωB97M-V with the def2-TZVPD basis set) results for C25H20BeN2S4 as an isolated structure.

XYZ file:
```
52
C25H20BeN2S4 (ωB97M-V with the def2-TZVPD basis set)
Be -1.214 0.168 0.785
S -1.724 0.001 2.858
C -2.237 -1.326 1.987
N -2.212 -1.243 0.676
C -2.656 -2.376 0.057
C -2.766 -2.575 -1.315
C -3.218 -3.798 -1.768
C -3.580 -4.808 -0.881
C -3.496 -4.615 0.488
C -3.030 -3.398 0.949
S -2.812 -2.857 2.603
H -2.504 -1.771 -1.984
H -3.289 -3.976 -2.831
H -3.938 -5.756 -1.256
H -3.781 -5.393 1.179
S -1.146 1.611 -0.685
C -2.350 2.895 -0.587
C -1.926 4.207 -0.767
C -2.839 5.242 -0.720
C -4.182 4.976 -0.508
C -4.604 3.667 -0.339
C -3.695 2.626 -0.381
H -0.878 4.396 -0.940
H -2.497 6.258 -0.849
H -4.899 5.783 -0.493
H -5.650 3.449 -0.175
H -4.018 1.601 -0.258
N 0.419 -0.345 0.601
S 1.753 -0.440 1.478
C 2.754 -1.529 0.428
C 3.075 -2.801 0.871
C 3.724 -3.674 0.012
C 4.044 -3.271 -1.274
C 3.724 -1.994 -1.706
C 3.078 -1.117 -0.856
C 2.740 1.063 1.161
C 2.141 2.174 0.598
C 2.907 3.301 0.345
C 4.256 3.308 0.659
C 4.846 2.193 1.234
C 4.086 1.065 1.498
H 0.640 -0.295 -0.387
H 2.813 -3.106 1.873
H 3.973 -4.670 0.344
H 4.547 -3.951 -1.942
H 3.971 -1.678 -2.708
H 2.824 -0.119 -1.188
H 1.090 2.153 0.342
H 2.445 4.169 -0.101
H 4.851 4.182 0.451
H 5.899 2.202 1.474
H 4.540 0.195 1.949
```

Values from the calculation:
* calculated total energy: -72974.9681 eV
* gap between HOMO and LUMO: 0.2762 hartree
* E_HOMO: -0.26601 hartree

=====

DFT (ωB97M-V with the def2-TZVPD basis set) results for C25H20Cl72InO4P2S as an isolated structure.

XYZ file:
```
125
C25H20Cl72InO4P2S (ωB97M-V with the def2-TZVPD basis set)
C -2.338 1.703 2.935
C -3.184 0.456 2.657
P -3.898 0.453 0.912
C -5.529 -0.416 1.178
C -6.519 -0.175 0.008
In -2.478 -1.280 -0.272
O -3.579 -2.039 -1.865
C -0.651 -0.366 -1.150
C 0.324 0.165 -0.106
C 1.124 -0.908 0.678
S 1.458 -2.504 -0.102
P -2.064 -3.158 1.421
O -3.299 -3.264 2.259
O -1.841 -4.646 0.749
O -0.779 -2.962 2.438
H -2.986 2.534 3.215
H -1.651 1.515 3.767
H -1.720 1.957 2.070
H -3.987 0.326 3.384
H -2.531 -0.415 2.765
H -5.327 -1.480 1.310
H -5.975 -0.080 2.116
H -7.408 0.294 0.426
H -6.053 0.479 -0.728
H -6.800 -1.136 -0.418
H -2.960 -2.438 -2.513
H -0.172 -1.009 -1.893
H -1.009 0.497 -1.726
H 1.016 0.916 -0.510
H -0.280 0.695 0.638
H 2.125 -0.510 0.862
H 0.652 -1.024 1.654
H 0.396 -2.876 -0.831
H -2.691 -5.116 0.875
H -0.482 -3.839 2.765
C 2.187 -6.106 -3.026
Cl 3.294 -7.265 -2.270
Cl 0.811 -6.975 -3.715
Cl 1.621 -4.952 -1.821
Cl 3.039 -5.242 -4.314
C 4.809 -4.372 2.248
Cl 6.463 -4.012 1.726
Cl 3.928 -2.863 2.432
Cl 4.013 -5.394 1.048
Cl 4.842 -5.201 3.810
C 2.513 -2.625 6.356
Cl 1.480 -3.048 4.994
Cl 4.214 -2.837 5.903
Cl 2.189 -0.946 6.803
Cl 2.142 -3.682 7.725
C -2.816 -3.420 6.674
Cl -1.641 -2.462 7.595
Cl -2.478 -3.340 4.950
Cl -2.737 -5.103 7.221
Cl -4.437 -2.788 6.992
C 6.533 -8.878 -0.741
Cl 8.100 -9.532 -0.220
Cl 6.603 -8.431 -2.448
Cl 5.284 -10.107 -0.511
Cl 6.138 -7.453 0.217
C 3.423 0.172 -3.878
Cl 4.714 1.002 -2.994
Cl 3.981 -0.190 -5.526
Cl 3.039 -1.343 -3.056
Cl 2.011 1.215 -3.990
C -0.724 4.401 -4.286
Cl -0.408 4.265 -2.558
Cl -2.378 4.961 -4.543
Cl 0.393 5.570 -5.005
Cl -0.495 2.827 -5.049
C -0.079 8.975 -7.364
Cl 1.344 8.307 -6.554
Cl 0.180 8.966 -9.114
Cl -1.496 7.999 -6.976
Cl -0.338 10.637 -6.817
C -10.462 -1.064 -0.066
Cl -11.913 -2.072 0.062
Cl -9.578 -1.499 -1.527
Cl -10.940 0.637 -0.153
Cl -9.447 -1.314 1.354
C -4.967 8.654 -5.100
Cl -3.585 8.946 -4.041
Cl -6.463 8.956 -4.210
Cl -4.883 9.736 -6.496
Cl -4.942 6.977 -5.653
C -0.807 2.041 7.143
Cl 0.812 1.638 7.740
Cl -0.731 2.436 5.427
Cl -1.876 0.655 7.377
Cl -1.414 3.437 8.047
C 10.252 -7.669 -4.174
Cl 9.910 -8.246 -2.542
Cl 11.347 -8.799 -4.982
Cl 8.750 -7.553 -5.099
Cl 11.010 -6.076 -4.092
C -1.843 0.517 11.756
Cl -3.180 -0.637 11.713
Cl -0.675 0.102 10.500
Cl -2.465 2.145 11.478
Cl -1.058 0.450 13.340
C 4.833 7.740 -4.697
Cl 3.239 6.986 -4.591
Cl 5.895 6.746 -5.700
Cl 4.667 9.346 -5.418
Cl 5.517 7.899 -3.078
C -7.170 -5.957 4.276
Cl -8.226 -7.065 5.174
Cl -5.715 -5.646 5.225
Cl -6.737 -6.683 2.732
Cl -8.025 -4.437 4.002
C 3.984 13.282 -4.678
Cl 4.283 12.405 -6.182
Cl 5.137 12.750 -3.450
Cl 4.181 15.015 -4.960
Cl 2.340 12.954 -4.127
C 0.274 -9.006 -7.000
Cl 0.968 -10.270 -5.979
Cl -0.254 -9.710 -8.534
Cl -1.111 -8.282 -6.179
Cl 1.491 -7.765 -7.310
C 6.282 9.244 0.757
Cl 5.875 10.231 -0.651
Cl 7.692 9.932 1.571
Cl 4.913 9.216 1.871
Cl 6.650 7.597 0.237
```

Values from the calculation:
* total charge: -1
* calculated total energy: -970638.6868 eV
* gap between HOMO and LUMO: 0.2036 hartree
* E_HOMO: -0.16699 hartree